C3H6O4 | the ωB97M-V functional and the def2-TZVPD basis

ORCA input file:
```
! RIJCOSX wB97M-V def2-TZVPD def2/J DEFGRID3
* xyz 0 1
C 0.9259 -0.4787 0.0920
C -1.3651 0.0968 -0.4895
C 0.0318 0.4583 -0.3368
O -2.2100 1.0937 -0.7822
O -1.7787 -1.0245 -0.2113
O 0.3099 1.8068 -0.3990
O 2.2373 -0.1177 0.2125
H -1.7177 1.9301 -0.8179
H -0.9681 -1.6348 1.3095
H 1.2679 1.9232 -0.4200
H 2.8009 -0.8971 0.2123
H 0.7358 -1.5148 -0.1483
H -0.2699 -1.6412 1.7788
*
```

Results
- HOMO-LUMO gap (eV) = 9.3
- max |F| (eV/A) = 2.74
- E_HOMO (eV) = -9.102
- ΔE to the lowest compared entry with this formula, charge and spin (kcal/mol) = 55.2